1.
# C4H3BrF3IO2

A 2-piece molecular cluster, C4H3BrF3IO2 overall at a distorted geometry (the ωB97M-V functional and the def2-TZVPD basis, OMol25).

Geometry as XYZ:
```
14
Properties=species:S:1:pos:R:3:nbo_charge:R:1
F -1.9540 3.4044 1.9531 -0.30
C -1.1705 4.1866 1.2168 0.68
F -1.7973 4.9357 0.3247 -0.28
C 0.1504 4.2237 1.4153 0.02
F 0.7904 5.0169 0.5524 -0.32
I 1.3673 3.1935 2.6950 0.20
C 0.1817 0.0959 -0.9299 -0.27
O 0.6871 1.4195 -1.4113 -0.51
C -0.1627 2.4147 -1.3805 0.75
O -1.2466 2.4668 -0.8865 -0.59
Br 0.5612 3.9112 -2.3856 -0.01
H -0.7373 0.3970 -0.3819 0.22
H 0.9056 -0.3636 -0.2931 0.20
H 0.0246 -0.6063 -1.7740 0.20
```

Calculated values
Energy relative to the best compared isomer or geometry (same formula, charge and spin), kJ/mol: 0.00
LUMO energy, eV: 0.22
HOMO-LUMO gap, eV: 9.38
E_HOMO, eV: -9.1618
Structure (SMILES): FC(F)=C(F)I.COC(=O)Br

2.
# C35H47ClMnNP2

C35H47ClMnNP2 as an isolated structure at a distorted geometry (the ωB97M-V functional and the def2-TZVPD basis, OMol25).

Geometry as XYZ:
```
87
Properties=species:S:1:pos:R:3:lowdin_spin:R:1
C -0.6866 -2.7018 1.0727 0.00
C -0.5555 -2.3709 -0.3150 0.02
C 0.8462 -2.4308 -0.6507 -0.02
H -1.3707 -2.1518 -1.0008 0.01
C 1.5793 -2.7523 0.5372 0.01
C 0.6419 -2.9114 1.6136 -0.03
H 0.8825 -3.2116 2.6303 0.00
H -1.6274 -2.8071 1.6084 0.00
H 1.2645 -2.3142 -1.6472 0.00
H 2.6505 -2.9147 0.6172 0.00
Mn 0.4830 -0.9441 0.8605 3.29
Cl 1.4867 0.5685 -0.3716 0.09
P 0.3814 -0.4737 -3.6727 0.00
C 1.4822 -1.5584 -4.6646 0.00
C 1.0626 -2.2745 -5.7969 0.00
H 0.0176 -2.2522 -6.1066 0.00
C 1.9888 -3.0121 -6.5387 0.00
H 1.6558 -3.5469 -7.4302 0.00
C 3.3277 -3.0615 -6.1404 0.00
H 4.0491 -3.6298 -6.7284 0.00
C 3.7420 -2.3884 -4.9838 0.00
H 4.7850 -2.4331 -4.6668 0.00
C 2.8239 -1.6540 -4.2355 0.00
H 3.1325 -1.1369 -3.3246 0.00
C -1.2643 -0.9052 -4.3627 0.00
C -1.8846 -2.0619 -3.8428 0.00
H -1.3743 -2.6525 -3.0807 0.00
C -3.1336 -2.4566 -4.3146 0.00
H -3.6116 -3.3439 -3.8960 0.00
C -3.7642 -1.7219 -5.3266 0.00
H -4.7331 -2.0445 -5.7084 0.00
C -3.1547 -0.5757 -5.8448 0.00
H -3.6392 -0.0026 -6.6371 0.00
C -1.9192 -0.1508 -5.3487 0.00
H -1.4639 0.7604 -5.7373 0.00
C 0.7049 1.1671 -4.4248 0.00
C 1.4168 1.3577 -5.6205 0.00
H 1.8626 0.5078 -6.1380 0.00
C 1.5486 2.6427 -6.1534 0.00
H 2.0846 2.7790 -7.0946 0.00
C 0.9988 3.7412 -5.4866 0.00
H 1.0961 4.7405 -5.9123 0.00
C 0.3318 3.5620 -4.2679 0.00
H -0.0920 4.4182 -3.7413 0.00
C 0.2059 2.2859 -3.7248 0.00
H -0.2762 2.1351 -2.7583 0.00
C -1.0935 0.0305 6.2331 0.00
C -0.5115 -0.6000 4.9554 -0.01
C 0.8408 -1.2574 5.2724 0.00
C -1.4494 -1.7160 4.4672 0.00
P -0.2825 0.7062 3.6347 -0.02
N -0.1325 -0.1696 2.2675 -0.32
C -1.7935 1.7712 3.3770 -0.02
C -1.9447 2.7836 4.5285 0.00
C -1.7097 2.5233 2.0366 0.00
C -3.0438 0.8801 3.3017 0.00
C 1.3100 1.6642 3.8307 0.01
C 1.3279 2.9012 2.9206 0.00
C 1.4471 2.1301 5.2919 0.00
C 2.5152 0.8030 3.4089 0.00
H -1.0785 -0.7388 7.0204 0.00
H -2.1380 0.3431 6.1055 0.00
H -0.5018 0.8814 6.5962 0.00
H 0.6582 -2.0731 5.9884 0.00
H 1.2909 -1.7040 4.3748 0.00
H 1.5521 -0.5710 5.7453 0.00
H -2.3880 -1.3464 4.0492 0.00
H -0.9627 -2.3412 3.7111 0.00
H -1.6995 -2.3542 5.3278 0.00
H -1.1459 3.5361 4.5392 0.00
H -2.8963 3.3186 4.3899 0.00
H -1.9859 2.3012 5.5119 0.00
H -1.5006 1.8362 1.2078 0.00
H -2.6833 3.0030 1.8592 0.00
H -0.9593 3.3175 2.0366 0.00
H -2.9347 0.1078 2.5296 0.00
H -3.3010 0.4184 4.2614 0.00
H -3.8981 1.5109 3.0158 0.00
H 0.6045 3.6654 3.2287 0.00
H 2.3240 3.3625 3.0028 0.00
H 1.1787 2.6264 1.8677 0.00
H 1.5712 1.3019 5.9977 0.00
H 2.3488 2.7567 5.3624 0.00
H 0.5924 2.7445 5.6082 0.00
H 2.6311 -0.1050 4.0054 0.00
H 2.4333 0.5280 2.3478 0.00
H 3.4261 1.4058 3.5396 0.00
```

Calculated values
Charge: +1
LUMO energy (spin up / spin down), eV: -4.95 / -3.56
HOMO-LUMO gap (spin up / spin down), eV: 4.91 / 6.31
2S+1: 4
E_HOMO (spin up / spin down), eV: -9.8623 / -9.8627

3.
# C5H9FN2

A 3-piece molecular cluster, C5H9FN2 overall at a distorted geometry (the ωB97M-V functional and the def2-TZVPD basis, OMol25).

Geometry as XYZ:
```
17
Properties=species:S:1:pos:R:3:nbo_charge:R:1
C 2.6846 0.0664 -0.3669 -0.44
C 0.4744 -0.4878 -0.1772 0.37
C -0.8443 -1.1517 0.3666 -0.49
C -1.9946 -0.1654 0.1701 0.14
C -1.1716 1.1105 0.3313 -0.22
H 2.2886 0.6529 -1.1523 0.16
H 3.5920 -0.2617 -0.8213 0.20
H 2.7268 0.4579 0.6470 0.21
H -1.2836 -2.1770 -0.1032 0.26
H -0.8865 -1.3307 1.4790 0.23
H -2.7363 -0.2543 0.9145 0.19
H -0.9296 0.8797 1.7804 0.19
H -1.9008 2.0957 0.0677 0.26
H 0.5596 1.3379 -1.5477 0.42
N 1.7059 -1.0720 -0.0828 -0.42
N 0.2002 0.8079 -0.3272 -0.66
F -2.4848 -0.5081 -1.1778 -0.39
```

Calculated values
Energy relative to the best compared isomer or geometry (same formula, charge and spin), kJ/mol: 551.18
LUMO energy, eV: 0.10
HOMO-LUMO gap, eV: 8.91
E_HOMO, eV: -8.8079

4.
# C7H14N3O

A 2-piece molecular cluster, C7H14N3O overall at a distorted geometry (the ωB97M-V functional and the def2-TZVPD basis, OMol25).

Geometry as XYZ:
```
25
Properties=species:S:1:pos:R:3:nbo_charge:R:1
C 0.4212 -0.8641 -0.0996 0.68
C 0.1261 1.3005 -0.1932 0.42
C 1.7281 -0.2858 -0.0219 -0.04
C -0.6969 2.5444 -0.1995 -0.65
C 2.5789 -0.6475 1.2413 -0.59
C 2.5592 -0.6891 -1.2364 -0.59
C -3.2775 -0.5147 0.1665 -0.47
N 1.3407 1.1286 -0.0942 -0.32
N -0.5055 0.0936 -0.2359 -0.34
N -2.2481 -1.1382 -0.5089 -0.33
O 0.0678 -2.1391 -0.1433 -0.60
H -1.4468 2.4725 -0.9189 0.24
H -0.1862 3.5106 -0.1401 0.27
H -1.3080 2.3456 0.5823 0.23
H 3.5361 -0.1808 1.2342 0.25
H 2.7451 -1.6772 1.4415 0.24
H 2.1445 -0.4027 2.1466 0.23
H 1.9139 -0.5225 -2.2032 0.21
H 2.8949 -1.6424 -1.3761 0.24
H 3.5333 -0.1608 -1.3736 0.26
H -3.0857 -0.6868 1.2101 0.23
H -3.3860 0.5176 -0.1142 0.24
H -4.1707 -1.0142 -0.1103 0.27
H -1.0150 -2.1127 -0.2963 0.52
H -2.4540 -1.0127 -1.5802 0.39
```

Calculated values
Charge: +1
Energy relative to the best compared isomer or geometry (same formula, charge and spin), kJ/mol: 519.83
LUMO energy (spin up / spin down), eV: -6.20 / -7.11
HOMO-LUMO gap (spin up / spin down), eV: 8.18 / 6.89
E_HOMO (spin up / spin down), eV: -14.3834 / -13.9979

5.
# C25H23N3O5

One molecule with the formula C25H23N3O5 (the ωB97M-V functional and the def2-TZVPD basis, OMol25).

Geometry as XYZ:
```
56
Properties=species:S:1:pos:R:3:nbo_charge:R:1
C 4.1537 1.1684 2.5095 -0.26
O 3.9035 0.7214 1.1956 -0.47
C 2.8279 1.2001 0.5410 0.31
C 1.9764 2.1946 1.0025 -0.30
C 0.9164 2.6356 0.2279 -0.16
C 0.6766 2.0710 -1.0152 -0.22
C -0.4310 2.5596 -1.8611 0.68
O -0.7378 3.7254 -1.9968 -0.58
N -1.1279 1.5864 -2.5583 -0.64
C -1.1687 0.2210 -2.2853 0.09
C -1.3938 -0.6889 -3.2456 -0.21
C -1.5892 -2.1118 -3.0177 -0.10
C -1.0508 -3.0556 -3.8929 -0.15
C -1.2611 -4.4010 -3.6528 -0.26
C -2.0169 -4.7629 -2.5476 0.03
N -2.5644 -3.8797 -1.7295 -0.41
C -2.3588 -2.6003 -1.9572 0.06
C -0.9667 -0.1565 -0.8403 0.66
O -0.2378 -1.0501 -0.4784 -0.58
N -1.7352 0.6186 -0.0180 -0.63
C -1.7313 0.6822 1.3762 0.23
C -2.8029 1.3208 1.9989 -0.23
C -2.8452 1.4279 3.3757 -0.20
C -1.8258 0.9031 4.1489 -0.20
C -0.7393 0.2854 3.5337 -0.14
C 0.4136 -0.2336 4.3158 0.59
C 0.1114 -0.7349 5.7057 -0.72
O 1.5342 -0.2424 3.8602 -0.55
C -0.6919 0.1779 2.1464 -0.22
C 1.5293 1.0701 -1.4935 -0.21
C 2.5877 0.6223 -0.7313 0.26
O 3.4476 -0.3579 -1.1065 -0.48
C 3.0772 -1.1738 -2.1921 -0.26
H 4.3382 2.2473 2.5382 0.17
H 3.3259 0.9103 3.1743 0.21
H 5.0516 0.6415 2.8276 0.20
H 2.1267 2.6264 1.9783 0.23
H 0.2605 3.4105 0.5941 0.23
H -1.6730 1.9248 -3.3420 0.41
H -1.4481 -0.3591 -4.2767 0.21
H -0.4608 -2.7316 -4.7391 0.21
H -0.8469 -5.1522 -4.3074 0.22
H -2.2051 -5.8012 -2.3092 0.19
H -2.8498 -1.9188 -1.2740 0.19
H -2.3852 1.2526 -0.4638 0.41
H -3.6010 1.7349 1.3990 0.21
H -3.6794 1.9249 3.8476 0.22
H -1.8661 1.0029 5.2219 0.21
H -0.0232 0.1146 6.3733 0.23
H 0.9487 -1.3264 6.0671 0.24
H -0.7983 -1.3292 5.7115 0.23
H 0.1514 -0.3044 1.6795 0.27
H 1.3589 0.6556 -2.4741 0.22
H 2.0671 -1.5737 -2.0568 0.19
H 3.1363 -0.6333 -3.1438 0.17
H 3.7954 -1.9921 -2.2029 0.20
```

Calculated values
Energy relative to the best compared isomer or geometry (same formula, charge and spin), kJ/mol: 171.94
LUMO energy, eV: -0.02
HOMO-LUMO gap, eV: 7.99
E_HOMO, eV: -8.0129
Structure (SMILES): COc1ccc(C(=O)N/C(=C/c2cccnc2)C(=O)Nc2cccc(C(C)=O)c2)cc1OC

6.
# C18H21MoN5O5

C18H21MoN5O5 as an isolated structure at a distorted geometry (the ωB97M-V functional and the def2-TZVPD basis, OMol25).

Geometry as XYZ:
```
50
Properties=species:S:1:pos:R:3:nbo_charge:R:1
Mo -0.0340 -0.0060 0.1689 0.48
C 0.1761 -2.7280 -0.3780 -0.24
C -1.2419 -2.1071 -0.2374 -0.23
N -2.0432 -1.8127 1.0644 -0.09
C -3.0562 -0.6515 0.8183 -0.27
C -2.8708 0.1049 -0.4649 0.15
C -3.6927 -0.0918 -1.5614 -0.19
C -3.4118 0.5417 -2.7651 -0.16
C -2.2818 1.3548 -2.8451 -0.18
C -1.4953 1.5332 -1.7272 0.11
C -0.2874 2.4156 -1.7434 -0.26
N 1.1575 1.7398 -1.8448 -0.11
C 1.1386 0.2292 -2.3638 -0.26
C 1.7608 -1.0751 -1.7583 -0.24
N 1.2445 -1.7151 -0.5487 -0.62
N -1.7713 0.9135 -0.5332 -0.46
H 0.1416 -3.3656 -1.2634 0.24
H 0.4578 -3.3248 0.4822 0.31
H -1.9913 -2.6712 -0.8036 0.26
H -1.1908 -1.2029 -0.8951 0.21
H -2.5687 -2.6599 1.3010 0.44
H -2.8590 -0.0048 1.6705 0.28
H -4.0587 -1.0665 0.9003 0.26
H -4.5529 -0.7419 -1.4671 0.25
H -4.0567 0.4058 -3.6217 0.26
H -2.0231 1.8607 -3.7665 0.25
H -0.1946 2.9454 -0.7983 0.28
H -0.3267 3.1354 -2.5582 0.26
H 1.6541 2.2466 -2.5812 0.45
H 1.6349 0.3351 -3.3292 0.26
H 0.0792 0.0781 -2.5572 0.24
H 2.8314 -0.9429 -1.6305 0.27
H 1.6319 -1.7579 -2.6057 0.25
H 1.7062 -1.4023 0.3147 0.45
O 3.2515 1.3898 4.9753 -0.60
C 2.5422 1.1187 3.8878 0.41
C 1.4394 0.2537 3.8867 -0.29
C 0.7612 0.0909 2.6945 0.21
N 1.1295 0.8427 1.6327 -0.50
C 2.3102 1.4787 1.5602 0.10
C 3.0617 1.6595 2.6834 -0.24
C 2.7122 1.5020 0.1051 0.78
O 3.6210 0.9407 -0.4010 -0.47
O 1.7770 2.2552 -0.6499 -0.38
C 0.1177 -1.1513 1.9647 0.40
O 0.9035 -2.1196 2.1244 -0.74
O -1.3667 -1.5202 2.2567 -0.39
H 2.8995 0.9588 5.7664 0.51
H 1.2014 -0.3445 4.7564 0.26
H 4.0331 2.1329 2.6856 0.27
```

Calculated values
Charge: +2
Energy relative to the best compared isomer or geometry (same formula, charge and spin), kJ/mol: 1180.66
LUMO energy (spin up / spin down), eV: -6.73 / -7.08
HOMO-LUMO gap (spin up / spin down), eV: 6.04 / 5.95
2S+1: 3
E_HOMO (spin up / spin down), eV: -12.7722 / -13.0303

7.
# C4H14N3

A 2-piece molecular cluster, C4H14N3 overall at a distorted geometry (the ωB97M-V functional and the def2-TZVPD basis, OMol25).

Geometry as XYZ:
```
21
Properties=species:S:1:pos:R:3:nbo_charge:R:1
C -2.2371 0.2274 -0.5651 -0.43
C -0.7028 0.4910 1.3144 0.69
N -1.3889 1.0368 0.3329 -0.54
N -0.9695 -0.7478 1.7949 -0.79
N 0.3821 1.0969 1.8099 -0.73
H -1.3315 2.0032 0.0687 0.43
H -1.7554 -1.2636 1.4111 0.41
H -1.0315 -0.8758 2.7924 0.42
H 0.5562 2.0226 1.4531 0.42
H 0.6484 0.8945 2.7655 0.43
H -3.2726 0.3893 -0.3518 0.23
H -2.0023 -0.8309 -0.5255 0.22
H -2.0305 0.5240 -1.5920 0.24
C 1.4746 -0.6008 -1.9543 -0.61
C 2.3252 -0.5664 -0.6749 -0.61
H 0.6707 0.1282 -2.0682 0.18
H 2.1300 -0.5054 -2.8212 0.22
H 1.0516 -1.5979 -2.0900 0.21
H 2.8246 0.3855 -0.5153 0.21
H 1.6530 -0.8098 0.1537 0.18
H 3.0057 -1.4010 -0.7383 0.22
```

Calculated values
Charge: +1
Energy relative to the best compared isomer or geometry (same formula, charge and spin), kJ/mol: 53.32
LUMO energy, eV: -3.26
HOMO-LUMO gap, eV: 11.41
E_HOMO, eV: -14.6715

8.
# C29H56B2NO12

A 3-piece molecular cluster, C29H56B2NO12 overall at a distorted geometry (the ωB97M-V functional and the def2-TZVPD basis, OMol25).

Geometry as XYZ:
```
100
Properties=species:S:1:pos:R:3:lowdin_charge:R:1
C 0.9847 -2.9505 6.3072 -0.15
C 2.3064 -3.9342 6.5088 -0.27
C 2.6616 -4.8439 5.1855 -0.24
C 2.6534 -4.0238 3.7651 -0.20
C 4.0682 -3.1721 3.5120 -0.21
C 3.7562 -1.5996 3.1399 -0.23
C 3.6420 -1.3045 1.5164 -0.21
C 3.7470 0.2870 1.1161 -0.21
C 2.4823 1.2068 1.6082 -0.20
C 1.4115 1.5815 0.3881 -0.17
C -0.1618 1.4694 0.9441 -0.07
B -0.7644 0.0778 0.3087 -0.94
O 0.2519 -0.9402 0.7049 -0.02
N -0.2915 -1.5879 1.7789 -0.02
O 0.2668 -1.2421 2.8133 -0.02
O -1.9993 -0.5225 0.9202 -0.04
C -2.9193 -1.0869 -0.0892 -0.17
C -3.0134 -2.7189 -0.2020 0.00
C -1.6896 -3.4554 -0.8263 -0.18
O -0.6678 -2.8706 -1.4559 0.04
O -1.6179 -4.9517 -0.7295 -0.03
C -0.5024 -5.3417 -1.6538 -0.25
C 1.0640 -5.5692 -1.1352 -0.02
O -0.6864 -5.4912 -2.9953 -0.04
C -2.6281 -0.1743 -1.4174 -0.19
C -3.2498 1.3341 -1.5511 -0.05
C -3.8365 1.9806 -0.1656 -0.32
C -5.4353 1.6077 0.1251 -0.08
O -3.8301 3.4669 -0.3720 -0.17
B -2.9930 -0.8073 -2.9248 -0.37
O -1.8060 -1.2300 -3.7481 0.05
O -4.3572 -0.9228 -3.4763 -0.09
C -4.9514 -2.2473 -3.2279 -0.10
O -1.1826 0.1145 -1.1376 -0.01
H 0.3857 -2.8249 7.3195 0.07
H 1.3045 -1.8659 5.9444 0.08
H 0.2527 -3.4414 5.5115 0.08
H 3.2497 -3.2690 6.7657 0.10
H 2.0970 -4.6662 7.4060 0.10
H 1.8484 -5.7000 5.1043 0.11
H 3.7041 -5.3521 5.3943 0.11
H 1.7053 -3.3140 3.6365 0.09
H 2.6240 -4.8260 2.8994 0.10
H 4.6903 -3.7117 2.6675 0.10
H 4.7264 -3.1659 4.4918 0.10
H 2.7261 -1.3371 3.6813 0.09
H 4.5496 -0.8629 3.6391 0.11
H 4.5527 -1.8974 1.0253 0.11
H 2.6664 -1.8408 1.1524 0.11
H 4.7064 0.7053 1.6903 0.10
H 3.9185 0.3997 -0.0370 0.11
H 1.9524 0.7607 2.5518 0.10
H 2.9385 2.2567 1.9394 0.10
H 1.6224 2.6925 0.0081 0.10
H 1.5906 0.9000 -0.5730 0.12
H -0.2367 1.5218 2.1119 0.11
H -0.7742 2.3568 0.4497 0.10
H -4.0285 -0.8010 0.2121 0.15
H -3.1209 -3.1238 0.9161 0.15
H -3.9591 -3.1239 -0.7721 0.11
H 1.5976 -4.5126 -1.2169 0.11
H 1.0435 -5.8591 -0.0008 0.08
H 1.6613 -6.3406 -1.7852 0.09
H -2.3771 2.0278 -1.9739 0.16
H -4.1218 1.4243 -2.3587 0.13
H -3.1868 1.7969 0.7899 0.15
H -6.0111 2.6019 0.4495 0.09
H -5.9488 1.0444 -0.7637 0.08
H -5.4346 0.9170 1.0948 0.08
H -4.4378 3.6988 -1.1592 0.11
H -1.8593 -0.6086 -4.5422 0.10
H -5.5830 -2.6775 -4.1148 0.11
H -4.0852 -3.0259 -2.9697 0.11
H -5.5729 -2.1494 -2.2146 0.11
C 1.0789 2.7796 -6.1198 -0.19
C 1.6699 1.5307 -5.5185 -0.18
C 0.5283 1.0175 -4.6682 -0.19
O -0.6865 1.4240 -5.3134 -0.15
C -0.3627 2.3747 -6.3374 -0.21
H 1.5745 3.1019 -7.0390 0.11
H 1.1311 3.6010 -5.3953 0.12
H 1.8983 0.8094 -6.3120 0.11
H 2.5829 1.7083 -4.9446 0.12
H 0.5430 1.4671 -3.6697 0.13
H 0.5418 -0.0710 -4.5610 0.12
H -0.4937 1.8799 -7.3059 0.11
H -1.0500 3.2235 -6.2833 0.12
C -0.3629 6.1172 0.2994 -0.18
C 0.5597 6.6134 1.3826 -0.18
C 1.8632 5.9332 1.0248 -0.21
O 1.8727 5.7755 -0.4007 -0.15
C 0.5583 6.0601 -0.8995 -0.21
H -1.2343 6.7566 0.1373 0.11
H -0.7174 5.1095 0.5467 0.11
H 0.6722 7.7012 1.3043 0.11
H 0.2185 6.3768 2.3936 0.12
H 1.9266 4.9354 1.4718 0.11
H 2.7374 6.5116 1.3371 0.11
H 0.5987 7.0259 -1.4149 0.11
H 0.2630 5.2923 -1.6198 0.12
```

Calculated values
Charge: -1
LUMO energy, eV: 2.54
HOMO-LUMO gap, eV: 7.93
E_HOMO, eV: -5.3878

no.,E (a.u.)
1,-3475.94612
2,-3710.29747
3,-405.08041
4,-514.21179
5,-1506.93906
6,-1415.73043
7,-324.84454
8,-2145.60402